1.
C3H8N2O in the gas phase at a distorted geometry. Source: OMol25; level of theory: wB97M-V/def2-TZVPD.

net charge = 0
largest force on an atom = 1.61 eV/Å
SMILES string = [H]/N=C(/C)[N@H+](C)[O-]
electronic energy = -303.7485 a.u.
E_LUMO = 0.664 eV
HOMO-LUMO gap = 9.3981 eV

```
14
Properties=species:S:1:pos:R:3:mulliken_charge:R:1
O -1.0813 0.9069 -1.0540 -0.747
N -0.1148 -0.6534 1.6106 -0.597
N 0.0998 0.5337 -0.4968 0.208
C -0.7101 -1.7963 -0.4139 -1.088
C 0.7981 1.6523 0.1637 -1.115
C -0.1943 -0.6393 0.3655 0.654
H 0.0807 -2.2203 -1.0334 0.274
H 0.9834 2.4194 -0.5837 0.348
H 1.7340 1.3186 0.6121 0.402
H -1.0848 -2.5538 0.2663 0.324
H -1.5099 -1.4448 -1.0634 0.338
H 0.2536 0.1698 2.0733 0.255
H 0.1287 2.0672 0.9158 0.387
H 0.6168 0.2399 -1.3620 0.356
```

***

2.
C3H8N2O in the gas phase at a distorted geometry. Source: OMol25; level of theory: wB97M-V/def2-TZVPD.

net charge = 0
largest force on an atom = 4.26 eV/Å
electronic energy = -303.6468 a.u.
E_LUMO (alpha / beta) = -0.040 / 0.653 eV
HOMO-LUMO gap (alpha / beta) = 8.3531 / 9.0046 eV

```
14
Properties=species:S:1:pos:R:3:mulliken_charge:R:1
O -2.3787 0.6209 1.0514 -0.293
N -1.0865 0.2804 -0.7179 -0.405
N -1.5512 1.2320 0.1482 -0.245
C 0.5046 0.1485 -0.1547 0.541
C 0.5932 -0.8891 0.9647 -1.161
C 1.4269 0.1383 -1.2063 -0.975
H -2.5158 -0.2922 0.7280 0.357
H 1.5811 -0.8679 1.4243 0.376
H 1.1727 0.3106 -2.2421 0.279
H 0.3998 -1.8798 0.5553 0.282
H 2.4854 -0.0092 -1.0329 0.333
H -1.0262 0.7081 -1.6372 0.317
H -0.1236 -0.6650 1.7540 0.339
H 0.5184 1.1643 0.3653 0.254
```

***

3.
A molecular structure, C3H8N2O at a distorted geometry. Source: OMol25; level of theory: wB97M-V/def2-TZVPD.

net charge = 0
largest force on an atom = 4.52 eV/Å
electronic energy = -303.7615 a.u.
E_LUMO = 0.826 eV
HOMO-LUMO gap = 9.5273 eV

```
14
Properties=species:S:1:pos:R:3:mulliken_charge:R:1
O -0.5767 -1.5555 1.1652 -0.491
N 0.6875 0.0665 -0.0005 -0.441
N -1.2725 0.6133 0.8970 -0.362
C -0.3059 -0.2835 0.7472 0.515
C 1.7108 -0.8565 -0.4284 -1.012
C -1.2303 1.4515 -0.7404 -0.572
H 2.4819 -0.3045 -0.9680 0.256
H 0.2285 -2.0863 1.1115 0.347
H 2.2221 -1.3620 0.4068 0.318
H -1.1641 0.8367 -1.6299 0.260
H -1.3458 1.0238 1.8217 0.218
H -0.5237 2.2735 -0.6955 0.269
H 1.3223 -1.6470 -1.0830 0.372
H -2.2340 1.8302 -0.6037 0.322
```

***

4.
C3H8N2O in the gas phase at a distorted geometry. Source: OMol25; level of theory: wB97M-V/def2-TZVPD.

net charge = 0
largest force on an atom = 1.83 eV/Å
SMILES string = C[C@H](N)C(N)=O
electronic energy = -303.8713 a.u.
E_LUMO = 0.806 eV
HOMO-LUMO gap = 10.2884 eV

```
14
Properties=species:S:1:pos:R:3:mulliken_charge:R:1
O 0.0231 -2.0912 -0.3993 -0.644
N -0.8848 -0.5500 1.5595 -0.739
N 0.6013 -0.5048 -1.8583 -0.398
C -0.6425 0.1294 0.2721 0.452
C 0.2164 1.3848 0.5124 -1.551
C 0.0674 -0.8957 -0.6645 0.400
H 1.0067 0.4068 -1.9012 0.215
H 0.0125 2.0607 -0.3248 0.352
H -0.0586 1.7854 1.4809 0.466
H -1.6431 0.3006 -0.1342 0.273
H -0.8936 -1.5402 1.3405 0.303
H -0.0731 -0.3767 2.1485 0.234
H 1.2653 1.1157 0.4073 0.365
H 1.0030 -1.2249 -2.4389 0.271
```

***

5.
C3H8N2O in the gas phase at a distorted geometry. Source: OMol25; level of theory: wB97M-V/def2-TZVPD.

net charge = 0
largest force on an atom = 5.43 eV/Å
SMILES string = [H]/N=C(\N)CCO
electronic energy = -303.8026 a.u.
E_LUMO = 0.727 eV
HOMO-LUMO gap = 10.0204 eV

```
14
Properties=species:S:1:pos:R:3:mulliken_charge:R:1
O 1.8474 1.2165 0.5428 -0.577
N -0.9002 -1.3219 -1.3781 -0.501
N 0.6372 -1.3185 0.3848 -0.719
C -0.2945 -0.6988 -0.2822 0.607
C -0.5541 0.7597 0.0861 -0.282
C 0.4829 1.3599 0.9432 -0.610
H -0.8352 1.3561 -0.9882 0.244
H -0.6281 -2.3818 -1.6806 0.213
H -1.5940 0.7484 0.6635 0.238
H 0.3437 1.0048 1.9746 0.259
H 0.4579 2.3971 0.9102 0.386
H 2.0270 0.2130 0.7526 0.348
H -1.8652 -1.1254 -1.8082 0.231
H 0.8753 -2.2091 -0.1207 0.161
```

***

6.
2 unconnected molecules or ions with the total composition C3H8N2O at a distorted geometry. Source: OMol25; level of theory: wB97M-V/def2-TZVPD.

net charge = 0
largest force on an atom = 7.36 eV/Å
electronic energy = -303.6011 a.u.
E_LUMO = -0.070 eV
HOMO-LUMO gap = 8.4632 eV

```
14
Properties=species:S:1:pos:R:3:mulliken_charge:R:1
O -2.7676 -0.9856 -1.2695 -0.380
N -1.5840 -0.6126 -0.8164 -0.242
N 0.2529 0.7877 0.4887 -0.383
C -0.3672 -0.6544 -1.2871 -0.387
C 0.7239 -0.2776 -0.2418 -0.131
C 1.0227 0.9229 1.7371 -0.690
H 0.6078 -1.2036 0.6056 0.308
H -0.2190 -0.7649 -2.3178 0.405
H 0.2619 1.1703 2.6518 0.277
H 1.8797 1.7349 1.2705 0.220
H 1.8260 -0.0471 -0.7698 0.155
H 1.6328 -0.0351 1.8296 0.260
H -2.5446 -0.8075 -2.6369 0.302
H -0.7253 0.7728 0.7560 0.285
```